This record from the Open Molecules 2025 dataset describes a molecular structure, C15H14ClGaNO2. The level of theory is ωB97M-V/def2-TZVPD.

Geometry as XYZ:
```
34
Properties=species:S:1:pos:R:3:forces:R:3:mulliken_charge:R:1
C 1.49523 1.82712 -0.53528 0.80 -0.25 0.34 -0.43
C 2.12101 0.60639 -0.93560 0.60 0.76 1.04 -0.65
C 2.25894 -0.22610 0.22757 0.07 0.70 -0.64 -0.44
C 1.71308 0.50029 1.35154 -0.22 0.64 -0.41 -0.54
C 1.24758 1.76960 0.86954 0.87 -0.34 -0.53 -0.68
Ga -0.11810 -0.27429 -0.01049 -0.25 1.23 -1.35 0.28
C -0.73526 -0.27542 -1.99747 0.64 -0.21 0.94 -0.78
C -1.55046 0.93568 -1.63140 -0.84 1.60 -1.66 0.44
C -2.02472 1.88639 -2.52943 0.76 -1.25 0.83 -1.17
N -1.66016 0.99090 -0.28526 0.11 -0.40 1.32 -0.26
H 2.90648 -1.10801 0.30341 -0.76 0.23 -0.07 0.51
H 2.53277 0.37895 -1.92537 -0.51 0.02 0.43 0.45
H 1.89438 0.25493 2.40385 -0.51 -0.13 -0.58 0.50
H 0.88932 2.58790 1.50025 -0.14 -0.45 -0.35 0.40
H 1.30565 2.69027 -1.18057 -0.20 -0.54 0.23 0.40
H -0.00832 -0.11530 -2.79756 -0.32 -0.20 0.03 0.32
H -2.15156 1.77671 0.14391 0.29 -0.28 -0.39 0.16
H -1.30698 -1.21050 -2.06834 -0.05 0.35 -0.39 0.30
H -1.77228 1.79660 -3.57391 -0.16 -0.08 -0.15 0.28
H -2.52621 2.78440 -2.19748 -0.03 0.08 0.10 0.26
Cl -3.46792 -6.87125 3.99139 -0.25 -0.38 0.21 -0.23
C -2.55084 -5.59578 3.29029 0.77 1.17 -0.66 0.43
C -1.22568 -5.37499 3.72023 -0.57 -0.17 -0.12 -0.57
C -0.49251 -4.33891 3.15357 -0.62 -0.03 -0.35 -0.39
C -1.08201 -3.53810 2.16946 0.05 -0.53 0.63 -0.01
C -2.39576 -3.75237 1.74113 0.11 -0.10 0.05 -0.34
C -3.13968 -4.78489 2.29421 0.28 -0.56 0.62 -0.58
C -0.27372 -2.42176 1.61817 -0.51 0.61 -0.92 0.56
O 0.88613 -2.20851 1.95263 -0.86 -0.41 -0.08 -0.69
O -0.99138 -1.73332 0.73802 1.32 -0.89 1.55 -0.15
H -0.78671 -6.01109 4.48931 -0.21 0.12 -0.20 0.37
H 0.53409 -4.11686 3.43545 -0.22 -0.10 0.02 0.43
H -2.82305 -3.10724 0.96832 0.24 -0.24 0.36 0.44
H -4.16555 -4.97143 1.97059 0.33 0.01 0.16 0.38
```
Positions in Å, forces in eV/Å.

HOMO-LUMO gap = 5.87 eV
total charge = -1
HOMO energy = -3.334 eV
largest force on an atom = 2.46 eV/Å
LUMO level = 2.54 eV